# C38H89Cl2N4O16

14 unconnected molecules or ions with the total composition C38H89Cl2N4O16 (the ωB97M-V functional and the def2-TZVPD basis, OMol25).

## Properties
Kohn-Sham gap = 5.641 eV
total energy = -104587.8828 eV
HOMO level = -9.70 eV
net charge = +1

Positions of all 149 atoms, in Å:
C: 4.99875 -0.32270 0.95492
C: 4.66493 1.09337 1.63947
Cl: 5.60553 1.11160 3.25556
C: 3.12098 1.31851 2.03061
Cl: 2.18076 -0.26316 2.29107
C: 2.27620 2.16825 0.97299
C: 2.33611 2.09833 -0.58644
N: 3.18350 1.28968 -1.47271
N: 1.33884 3.03843 -1.15259
C: 0.77189 3.63303 0.03196
C: -0.35906 4.72135 -0.26660
C: -1.65569 3.88843 -0.81933
O: -2.83152 4.07737 0.01326
C: -3.90180 3.17257 -0.42179
C: -4.69851 2.63908 0.87127
O: -5.33340 1.35073 0.70075
C: -4.37744 0.31161 0.48865
C: -2.87153 0.34955 0.87979
C: -1.89195 -0.82216 0.56581
C: -2.40142 -2.10880 -0.16190
C: -1.38816 -3.31823 -0.54233
C: -1.32816 -4.24314 0.81059
C: -2.03525 -4.25050 -1.68009
C: 0.12034 -2.84639 -0.81407
C: 0.42547 -2.25947 -2.27593
C: 0.68101 -3.40158 -3.40960
C: 1.86290 -1.47061 -2.14880
C: -0.62020 -1.16642 -2.81580
C: -3.93762 -2.20326 -0.54207
C: -4.90592 -1.00562 -0.21272
N: 1.25397 3.20287 1.31782
O: 0.93079 3.58998 2.56696
C: -0.50050 3.47420 2.78585
N: -1.63738 3.85165 3.00329
H: 5.85472 -0.14290 0.19617
H: 4.13435 -0.79725 0.37553
H: 5.34323 -1.11560 1.72618
H: 5.07043 1.98027 1.01315
H: 3.11296 1.91147 3.02133
H: 4.15740 1.65417 -1.36299
H: 3.24879 0.30436 -1.17280
H: 1.12894 3.22291 -2.15602
H: -0.64899 5.24811 0.71558
H: -0.05684 5.44303 -1.10300
H: -1.40429 2.75401 -0.75095
H: -1.84677 4.20998 -1.90991
H: -3.46762 2.33350 -1.07509
H: -4.68094 3.72023 -1.08710
H: -4.03131 2.64575 1.80186
H: -5.54988 3.40226 1.06146
H: -2.48007 1.29089 1.40670
H: -0.79441 -0.66652 0.89686
H: -0.74510 -5.22019 0.58342
H: -2.39915 -4.44917 1.18789
H: -0.73010 -3.67971 1.62037
H: -1.22842 -4.93340 -2.15992
H: -2.84495 -4.93966 -1.24452
H: -2.45887 -3.56089 -2.50690
H: 0.80155 -3.78090 -0.68807
H: 0.45457 -2.13076 0.03784
H: 1.07005 -4.37533 -2.95813
H: 1.45094 -2.93883 -4.14001
H: -0.28830 -3.53647 -4.00954
H: 2.04245 -1.18348 -1.04423
H: 2.73168 -2.13369 -2.49103
H: 1.78895 -0.49837 -2.77862
H: -0.63343 -0.30438 -2.03342
H: -1.69863 -1.56510 -2.86025
H: -0.29901 -0.66690 -3.80537
H: -4.39583 -3.11676 -1.07761
H: -6.00625 -1.10435 -0.49271
C: -0.45774 -6.73205 -5.46921
O: 0.12979 -6.46017 -4.20359
H: -0.77736 -5.79283 -5.91909
H: 0.27708 -7.21289 -6.11975
H: -1.32525 -7.38402 -5.33909
H: 0.40325 -7.30788 -3.82886
C: 6.32751 4.83994 3.79798
O: 6.19577 4.56500 2.41055
H: 6.08461 5.88807 3.97556
H: 5.63858 4.20785 4.36388
H: 7.35597 4.64824 4.11369
H: 6.41647 3.63282 2.28353
C: 1.34200 6.80058 4.54673
O: 1.21060 6.52448 3.15873
H: 1.09818 7.84854 4.72166
H: 0.65334 6.16994 5.11483
H: 2.37036 6.61117 4.86414
H: 1.43112 5.59349 3.03043
C: -5.82997 -5.28945 -3.47896
O: -5.24398 -5.01649 -2.21230
H: -6.15864 -4.35071 -3.92588
H: -5.08967 -5.76171 -4.13136
H: -6.68753 -5.94703 -3.35054
H: -4.96274 -5.86365 -1.84014
C: 9.36288 5.86367 0.35458
O: 9.71558 5.37955 1.64007
H: 10.24776 5.85446 -0.28259
H: 8.59597 5.21874 -0.08258
H: 8.98836 6.88689 0.43843
H: 8.91429 5.39933 2.18030
C: -5.30939 3.15047 4.84927
O: -5.15887 4.54310 5.08074
H: -6.14387 2.78139 5.44600
H: -5.51612 2.97508 3.79050
H: -4.39499 2.62906 5.14388
H: -4.41495 4.84251 4.54124
C: -5.04504 7.98134 4.48406
O: -4.44250 8.24665 5.74099
H: -5.36349 8.92479 4.03941
H: -4.31999 7.49658 3.82391
H: -5.91502 7.33510 4.62342
H: -4.17076 7.39669 6.11206
C: -1.63776 -8.26441 -1.97386
O: -2.77090 -7.84259 -1.22879
H: -1.72552 -7.88723 -2.99304
H: -0.72862 -7.86406 -1.51705
H: -1.59704 -9.35647 -1.99459
H: -2.66835 -8.18886 -0.33247
C: -2.86436 -4.44026 -7.88028
O: -2.30078 -5.74266 -7.83905
H: -3.01467 -4.08906 -6.85860
H: -2.18392 -3.76060 -8.39965
H: -3.82684 -4.47152 -8.39680
H: -2.17827 -6.02924 -8.75371
C: 6.96498 -1.51185 5.91767
O: 6.57941 -2.22971 4.75439
H: 7.11463 -2.21718 6.73519
H: 7.89766 -0.97822 5.72581
H: 6.17674 -0.80419 6.18957
H: 6.45431 -1.58065 4.04845
C: -9.80449 -4.93276 -3.12424
O: -8.67536 -5.57732 -3.69627
H: -9.49976 -4.44606 -2.19717
H: -10.18982 -4.18087 -3.81741
H: -10.57952 -5.67166 -2.90656
H: -8.97205 -5.99927 -4.51387
C: 11.01827 -1.47559 6.41063
O: 9.89913 -1.04186 7.16956
H: 10.92530 -1.09065 5.39447
H: 11.93826 -1.09275 6.85914
H: 11.04323 -2.56774 6.38235
H: 10.00629 -1.39556 8.06233
C: -1.38691 4.08871 -5.29296
O: -1.88483 4.45036 -4.01132
H: -0.60973 3.33352 -5.16907
H: -2.19663 3.67715 -5.89951
H: -0.96203 4.96721 -5.78410
H: -2.56997 5.11843 -4.14980